# C3H6FN

A single C3H6FN molecule (the ωB97M-V functional and the def2-TZVPD basis, the Open Molecules 2025 dataset).

The geometry in ORCA input format:
```
! wB97M-V def2-TZVPD RIJCOSX def2/J DEFGRID3
* xyz 0 1
C -0.6507 1.2947 -0.0973
C -0.5843 0.0787 -0.0721
F -1.6844 -0.7074 0.0358
C 0.7232 -0.6920 -0.0657
N 2.1514 -0.0633 0.0832
H -1.7793 1.5255 0.1310
H -0.0877 2.3279 0.3101
H 0.7390 -1.3241 -0.8727
H 0.3561 -1.3094 1.0187
H 1.7311 0.8182 0.6950
H 2.2122 0.6826 -0.7765
*
```

## Properties
LUMO level	0.866	eV
ΔE to the lowest compared entry with this formula, charge and spin	3.228	eV
calculated total energy	-7411.6334	eV
SMILES	C=C(F)CN

Formally, the Löwdin partial charges of the atoms, in units of the elementary charge, are as follows: 0.00, -0.51, 0.05, -0.22, -0.04, 0.11, 0.15, 0.06, 0.19, 0.09, 0.11


# C4H6O2

A single C4H6O2 molecule (the ωB97M-V functional and the def2-TZVPD basis, the Open Molecules 2025 dataset).

The geometry in ORCA input format:
```
! wB97M-V def2-TZVPD RIJCOSX def2/J DEFGRID3
* xyz 0 1
C 1.8994 0.2635 0.3964
C 0.7279 -0.1600 -0.0751
O 0.4697 -1.4182 -0.5317
C -0.4858 0.7321 -0.0808
C -1.8322 0.0487 -0.0892
O -0.3623 1.9376 -0.0319
H 2.7542 -0.4020 0.4867
H 2.0049 1.2930 0.7124
H 1.3018 -1.9093 -0.5423
H -2.6157 0.8087 -0.0720
H -1.9409 -0.5977 -0.9656
H -1.9210 -0.5965 0.7930
*
```

## Properties
LUMO level	0.607	eV
ΔE to the lowest compared entry with this formula, charge and spin	1.012	eV
calculated total energy	-8339.4489	eV
SMILES	C=C(O)C(C)=O

Formally, the Löwdin partial charges of the atoms, in units of the elementary charge, are as follows: 0.09, -0.35, 0.04, -0.39, -0.01, 0.09, 0.07, 0.07, 0.11, 0.09, 0.09, 0.09


# C34H28BrN8OSTl

A molecular structure, C34H28BrN8OSTl (the ωB97M-V functional and the def2-TZVPD basis, the Open Molecules 2025 dataset).

The geometry in ORCA input format:
```
! wB97M-V def2-TZVPD RIJCOSX def2/J DEFGRID3
* xyz -2 1
Tl 11.4733 12.3975 10.6284
C 9.4235 12.9965 5.2747
N 8.7644 12.2062 6.3406
C 8.5378 10.7284 6.1395
C 8.3254 10.1439 7.5321
N 8.5018 10.8932 8.6068
C 8.1576 10.0481 9.6962
C 8.2276 10.1632 11.0600
C 7.6799 9.0863 11.7734
C 7.2495 7.8809 11.2114
C 7.2558 7.6860 9.8365
C 7.7166 8.7940 9.1573
N 7.9042 8.9001 7.7604
C 10.0015 14.2547 5.8700
N 10.1369 14.3785 7.1769
C 10.5662 15.6743 7.3636
C 10.6749 16.4871 8.5076
C 11.0652 17.8208 8.3051
C 11.4316 18.3633 7.0809
C 11.1526 17.6382 5.9633
C 10.7548 16.3448 6.1005
N 10.3688 15.3354 5.1725
H 8.6694 13.4423 4.6133
H 10.2312 12.4124 4.6592
H 9.3148 12.3312 7.1989
H 9.3768 10.2339 5.6557
H 7.6057 10.5839 5.6218
H 8.4205 11.1607 11.4840
H 7.6987 9.0577 12.9284
H 6.9372 7.0901 11.8792
H 6.9648 6.7760 9.3195
H 7.8782 8.0574 7.1194
H 10.3466 16.0531 9.4927
H 11.1479 18.5055 9.1509
H 11.8545 19.3639 6.9305
H 11.3403 18.0026 4.9123
H 10.2733 15.4608 4.1582
N 8.7452 15.4260 14.1644
C 9.5663 14.8666 13.2592
S 8.9622 14.2653 11.8563
N 10.8718 15.0431 13.6441
N 11.7234 14.8221 12.6755
C 13.0120 14.9232 13.0890
C 14.0617 14.9700 12.1659
C 15.3148 15.2715 12.7039
C 16.4406 15.3030 11.8862
C 16.2648 15.4877 10.4974
C 15.0995 15.1999 9.8602
C 13.9148 14.8130 10.6417
O 12.8777 14.4453 10.0485
H 7.7766 15.4864 13.9032
H 9.0718 16.1138 14.7862
H 13.1939 15.0539 14.1656
H 15.4253 15.4055 13.7772
H 17.4177 15.2053 12.3158
H 17.1230 15.8361 9.8862
H 14.9472 15.3412 8.7525
Br 11.6265 10.6100 13.7829
C 13.1577 9.7083 13.0940
C 13.5999 8.6269 13.8518
C 14.6871 7.8409 13.5723
C 15.2528 7.9999 12.2759
C 14.8185 9.0598 11.4343
C 15.4366 9.2344 10.1217
C 14.8858 10.1042 9.2674
C 14.0435 11.1446 9.7702
C 13.4680 11.0974 11.0088
C 13.8292 10.0301 11.9013
H 13.0188 8.4095 14.7645
H 15.0807 7.0445 14.2345
H 16.1749 7.4469 11.9472
H 16.3062 8.5906 9.8898
H 15.3113 10.2767 8.2451
H 13.9132 12.0334 9.0779
*
```

## Properties
LUMO level	3.889	eV
ΔE to the lowest compared entry with this formula, charge and spin	1.373	eV
calculated total energy	-135249.1960	eV

Formally, the Löwdin partial charges of the atoms, in units of the elementary charge, are as follows: 0.65, -0.16, -0.06, -0.12, -0.34, 0.18, -0.20, -0.02, -0.10, -0.13, -0.05, -0.19, 0.12, -0.35, 0.19, -0.20, 0.03, -0.09, -0.14, -0.10, -0.18, 0.13, 0.10, 0.14, 0.07, 0.10, 0.10, 0.09, 0.13, 0.08, 0.10, 0.19, 0.12, 0.10, 0.10, 0.11, 0.16, 0.00, -1.03, 0.42, -0.10, -0.07, -0.14, -0.17, -0.11, -0.17, -0.19, -0.07, -0.38, -0.24, 0.04, 0.05, 0.09, 0.09, 0.05, 0.08, 0.10, 0.73, -0.60, -0.20, -0.12, -0.07, -0.17, -0.09, -0.13, -0.21, -0.28, -0.23, 0.08, 0.09, 0.10, 0.10, 0.10, 0.09


# C3H6IN4

A gas-phase ion, C3H6IN4 (charge +1) (the ωB97M-V functional and the def2-TZVPD basis, the Open Molecules 2025 dataset).

The geometry in ORCA input format:
```
! wB97M-V def2-TZVPD RIJCOSX def2/J DEFGRID3
* xyz 1 1
H -0.6777 0.7264 -1.8315
N -0.3655 0.0597 -1.1382
C -0.7719 -1.1450 -1.1706
N -0.4638 -2.0176 -0.1709
N -0.0102 -1.6817 1.0401
N 0.4132 -0.5621 1.2684
C 0.7269 0.4830 0.5244
C 0.2350 1.8235 0.8928
I 2.7231 0.3599 -0.2568
H -1.4070 -1.5410 -1.9635
H -0.7675 -2.9845 -0.2229
H 0.6906 2.0923 1.8473
H -0.8460 1.8190 1.0251
H 0.5209 2.5680 0.1564
*
```

## Properties
LUMO level	-5.154	eV
ΔE to the lowest compared entry with this formula, charge and spin	0.275	eV
calculated total energy	-17259.4388	eV
SMILES	[H]/N=C/[NH+]=N\N=C(\C)I

Formally, the Löwdin partial charges of the atoms, in units of the elementary charge, are as follows: 0.13, 0.13, -0.14, 0.06, 0.08, 0.01, -0.77, -0.10, 0.98, 0.16, 0.17, 0.11, 0.10, 0.09


# C33H87NO11

10 unconnected molecules or ions with the total composition C33H87NO11 (the ωB97M-V functional and the def2-TZVPD basis, the Open Molecules 2025 dataset).

The geometry in ORCA input format:
```
! wB97M-V def2-TZVPD RIJCOSX def2/J DEFGRID3
* xyz -1 2
C 2.1682 -2.5478 3.3088
O 2.1010 -2.8546 1.9256
C 3.2227 -2.4492 1.2402
C 3.5525 -3.3651 0.0596
N 2.9654 -2.6825 -1.1457
C 3.0592 -3.5813 -2.3880
C 2.6878 -2.8947 -3.6489
O 1.3228 -2.6348 -3.7800
C 0.9222 -2.4485 -5.1324
H 2.0765 -1.4640 3.3798
H 2.9713 -3.1045 3.7918
H 1.2547 -2.8582 3.8159
H 4.0869 -2.7130 1.8499
H 3.3188 -1.3799 1.0522
H 2.9821 -4.2747 0.2476
H 4.6172 -3.5008 -0.1301
H 1.9685 -2.5231 -1.1160
H 2.4636 -4.4908 -2.3096
H 4.1016 -3.8277 -2.5898
H 3.0678 -3.5225 -4.4549
H 3.1144 -1.8996 -3.7750
H 1.4156 -1.5761 -5.5610
H -0.1359 -2.2173 -5.2550
H 1.0369 -3.3243 -5.7710
C -4.1650 -1.7133 -4.3689
C -3.4601 -2.1428 -3.0462
C -1.9427 -2.4506 -3.0805
O -3.6181 -1.1756 -2.0304
H -3.7532 -0.8396 -4.8741
H -5.2155 -1.5317 -4.1422
H -4.2129 -2.5099 -5.1113
H -3.9863 -3.0341 -2.7043
H -1.6233 -2.9768 -3.9801
H -1.7303 -2.9156 -2.1178
H -1.5058 -1.4750 -3.2933
H -4.5322 -0.9800 -1.8118
C -2.6038 -1.4978 4.6664
C -3.7186 -0.7810 3.8482
C -3.6997 -1.2460 2.3931
O -4.9720 -0.8050 4.5030
H -2.9161 -2.4630 5.0652
H -2.2820 -0.8286 5.4643
H -1.7056 -1.5992 4.0574
H -3.4616 0.2660 3.6875
H -2.7570 -1.0840 1.8706
H -4.2916 -0.6737 1.6788
H -3.9285 -2.3116 2.3799
H -5.3786 -0.0539 4.0646
C 0.0555 0.0623 1.7854
C -0.3213 0.7575 0.4624
C -0.7563 -0.2362 -0.6155
O -1.4117 1.5560 0.7861
H -0.0721 0.6675 2.6829
H 1.0567 -0.3651 1.7301
H -0.4943 -0.8340 2.0725
H 0.4091 1.3964 -0.0341
H 0.1407 -0.6908 -1.0360
H -1.3388 0.1790 -1.4380
H -1.3176 -1.0914 -0.2392
H -1.8971 1.7834 -0.0103
C 2.6728 2.4517 -5.7578
C 2.8576 1.8762 -4.3417
C 1.6681 1.1045 -3.6181
O 4.0526 1.1169 -4.1770
H 2.4814 1.6280 -6.4455
H 3.6496 2.8599 -6.0173
H 1.8353 3.1472 -5.8111
H 2.8929 2.6995 -3.6282
H 1.8106 0.6279 -2.6483
H 1.1420 0.3835 -4.2439
H 0.8903 1.8577 -3.4921
H 3.9491 0.5387 -3.4177
C -4.4819 3.0974 2.7564
C -3.2154 3.7170 3.0761
C -3.1992 4.3807 4.4184
O -2.2732 2.6596 3.1460
H -5.0915 3.0612 3.6592
H -4.6649 2.1687 2.2159
H -5.1322 3.8046 2.2415
H -2.9553 4.4002 2.2676
H -3.8602 5.2373 4.5505
H -2.2704 4.9272 4.5815
H -3.4162 3.6563 5.2033
H -2.0656 2.3896 2.2484
C -3.2769 4.2102 -3.3749
C -2.3357 2.9291 -3.4066
C -1.7270 2.5784 -4.7784
O -1.2768 3.1185 -2.5108
H -2.6803 5.0908 -3.6133
H -3.5972 4.4848 -2.3699
H -4.1995 4.0791 -3.9404
H -2.7829 2.0109 -3.0258
H -1.1907 3.4399 -5.1764
H -2.5353 2.4425 -5.4970
H -1.0345 1.7367 -4.7853
H -0.5673 3.6166 -2.9232
C -0.2425 -4.8507 0.0269
C -1.1455 -4.3497 1.1967
C -2.3385 -5.3010 1.4780
O -0.2602 -4.2528 2.3356
H -0.8585 -5.2083 -0.7982
H 0.3311 -5.7333 0.3100
H 0.4703 -4.1244 -0.3638
H -1.5620 -3.4158 0.8192
H -2.8836 -5.6162 0.5883
H -3.1985 -4.7654 1.8800
H -1.9833 -6.2045 1.9735
H 0.4378 -3.6595 2.0483
C 3.3927 2.9357 0.8157
C 4.8636 2.5355 0.9825
C 5.7403 2.8477 -0.2253
O 5.3083 3.3736 2.0793
H 2.7447 2.6226 1.6342
H 3.1092 2.4751 -0.1306
H 3.2914 4.0169 0.7211
H 4.9845 1.4697 1.1760
H 5.4265 2.0809 -0.9336
H 6.8039 2.6565 -0.0828
H 5.4550 3.8480 -0.5510
H 4.5525 3.9092 2.3313
C 0.9943 1.5762 5.4462
C 2.2354 2.2076 4.8650
C 3.1884 1.1680 4.1477
O 1.8518 3.3340 4.0472
H 1.1002 1.4042 6.5173
H 0.9188 0.6995 4.8029
H 0.1208 2.2136 5.3090
H 2.7932 2.5890 5.7203
H 3.2643 0.3230 4.8320
H 4.2337 1.4715 4.0901
H 2.7252 0.8655 3.2085
H 1.1283 3.1029 3.4601
*
```

## Properties
LUMO level (spin up / spin down)	2.300 / 2.245	eV
calculated total energy	-59638.1828	eV
<S²>	0.751

These are the Löwdin partial charges, in e, on atoms 1 to 99: -0.07, -0.23, -0.25, -0.17, -0.04, -0.19, -0.27, -0.19, -0.14, 0.07, 0.10, 0.09, 0.11, 0.12, 0.11, 0.12, 0.07, 0.12, 0.11, 0.12, 0.12, 0.08, 0.06, 0.08, -0.11, -0.50, -0.05, -0.15, 0.06, 0.05, 0.06, 0.11, 0.06, 0.07, 0.07, 0.05, -0.03, -0.49, -0.06, -0.04, 0.08, 0.07, 0.05, 0.11, 0.05, 0.06, 0.07, 0.08, -0.02, -0.44, -0.05, -0.07, 0.07, 0.05, 0.06, 0.13, 0.07, 0.07, 0.06, 0.09, -0.05, -0.46, -0.04, -0.07, 0.07, 0.07, 0.07, 0.11, 0.07, 0.05, 0.04, 0.06, -0.11, -0.53, -0.06, -0.07, 0.07, 0.07, 0.07, 0.13, 0.08, 0.08, 0.09, 0.03, -0.11, -0.48, -0.10, -0.10, 0.06, 0.05, 0.05, 0.12, 0.06, 0.06, 0.06, 0.07, -0.06, -0.43, -0.05


# C4H5NO2

A single C4H5NO2 molecule (the ωB97M-V functional and the def2-TZVPD basis, the Open Molecules 2025 dataset).

The geometry in ORCA input format:
```
! wB97M-V def2-TZVPD RIJCOSX def2/J DEFGRID3
* xyz 0 1
O -2.2674 0.4002 -0.3653
C -1.3533 -0.7098 0.3006
C -0.0398 -0.1728 0.1176
N 0.1217 1.0945 -0.2350
O 1.4906 1.3303 -0.2999
C 2.1134 0.1937 0.0317
C 1.2381 -0.7946 0.3120
H -1.6284 1.1209 -0.6605
H -2.7164 0.7237 0.4277
H -1.5885 -1.6080 -0.2651
H 3.1940 0.2346 0.0259
H 1.4361 -1.8127 0.6104
*
```

## Properties
LUMO level	0.586	eV
ΔE to the lowest compared entry with this formula, charge and spin	4.898	eV
calculated total energy	-9809.4163	eV

Formally, the Löwdin partial charges of the atoms, in units of the elementary charge, are as follows: 0.03, -0.06, -0.39, 0.03, -0.04, -0.12, -0.01, 0.12, 0.14, 0.06, 0.13, 0.11